# 1
Here is a cluster of 9 separate species, C38H55Cl17NO6P in total in a non-equilibrium geometry from OMol25. Energies are from ωB97M-V/def2-TZVPD.

Structure (XYZ):
```
118
Properties=species:S:1:pos:R:3:forces:R:3
C -6.3890 4.3705 -4.8472 0.8354 -0.2529 -0.0670
C -6.3887 3.0499 -5.6627 -0.5547 0.5768 0.1038
C -7.5733 2.0893 -5.3211 1.1338 -0.2607 0.1707
C -7.0317 0.6314 -5.1781 -1.0288 -0.5731 -0.2116
C -6.8556 0.1640 -3.7094 -0.0979 0.4539 -0.1598
C -6.1004 1.1639 -2.7889 0.3700 -0.8574 -0.0687
C -4.5808 0.8006 -2.6890 -0.4467 1.0639 1.1394
C -4.0999 1.1980 -1.2637 0.4118 -0.2183 0.5240
C -2.7679 0.5638 -0.8502 -1.0822 0.3715 -0.4100
C -1.6279 1.3269 -0.9409 1.0341 -0.0677 -0.2500
C -0.3654 0.7999 -0.5317 -0.6486 0.7259 0.0191
C -0.2462 -0.4806 -0.0352 0.5367 -0.0306 -0.1416
C 1.1182 -1.0157 0.4227 -0.4392 0.7824 0.9509
C 1.2056 -0.9164 1.9714 -0.1854 -0.3449 -0.8530
C 1.0758 0.3480 2.5180 -1.3072 0.2237 0.6525
C 1.0861 0.5598 3.9035 -0.5504 -1.3544 -0.5797
C 1.2491 -0.5609 4.7107 -0.8675 0.1981 -0.3206
C 1.3920 -1.8425 4.1723 0.2117 -1.1452 0.0481
C 1.5264 -3.0836 5.0637 -0.7538 0.6514 -0.4325
C 1.3756 -2.0437 2.7910 -0.2609 1.3860 -0.1274
C -1.4267 -1.2670 0.0162 0.1128 0.1397 0.0860
O -1.2528 -2.5504 0.4767 -0.5601 0.5564 0.1863
C -1.6762 -2.7028 1.8465 0.1432 -1.1859 0.9947
C -1.2622 -4.1308 2.2759 -0.2304 0.2085 -0.2235
C -2.6886 -0.7786 -0.3761 0.7644 0.1276 -1.0331
P -4.0883 -1.9729 -0.1697 -0.4710 -0.6584 1.2223
O -5.4276 -1.3552 -0.9159 0.7448 -0.1113 -0.3406
Cl -3.6041 -3.6579 -1.3469 -0.0633 0.7858 -0.1724
C 0.6746 1.9001 -0.7633 -0.8339 -1.4415 -0.2938
O 1.7777 2.0608 -0.3029 -0.5234 -0.1062 -0.6147
N 0.0373 2.7205 -1.7253 0.1307 1.8764 -0.1967
C 0.4717 2.5842 -3.1224 1.4107 0.0265 -0.3872
C 0.7862 1.1368 -3.5782 -0.5149 -0.1489 -0.8190
C -0.4842 0.2634 -3.8668 2.0132 0.2423 0.0028
C -0.2654 -0.7720 -4.9812 -1.3159 -1.3544 0.0606
O -1.0285 -1.7092 -5.0593 0.4001 0.7146 -0.1996
O 0.7728 -0.6584 -5.8635 -0.0050 1.3496 0.5251
C -1.3664 2.7957 -1.4577 -0.0413 -2.3377 -0.1564
O -2.0765 3.7541 -1.5836 0.5636 -0.7735 -0.7868
H -7.0382 5.1473 -5.2725 -0.0104 -0.3334 0.2269
H -5.3592 4.7739 -4.8385 -0.4488 0.0236 -0.0597
H -6.6365 4.1861 -3.7891 -0.1420 0.1437 -0.4044
H -6.4341 3.3127 -6.7354 0.0757 -0.1839 0.3671
H -5.4261 2.5296 -5.5279 -0.3743 0.1527 0.1382
H -8.3457 2.1691 -6.0982 0.1893 -0.1663 0.2465
H -8.0385 2.3560 -4.3548 0.1258 0.1102 -0.4371
H -6.1139 0.4669 -5.7650 -0.2355 0.2586 0.1863
H -7.7991 -0.0312 -5.6244 0.4719 0.0564 0.1082
H -6.3099 -0.7957 -3.6546 -0.2261 0.3129 -0.2674
H -7.8655 -0.0665 -3.3215 0.3632 0.3537 0.0077
H -6.1776 2.2134 -3.1020 -0.2080 -0.3563 -0.0113
H -6.5557 1.0925 -1.7861 0.3134 0.0648 -0.3054
H -3.9966 1.4126 -3.3986 -0.1390 -0.5813 -0.0336
H -4.4198 -0.2765 -2.8141 0.0560 0.3883 -0.2891
H -3.9832 2.2885 -1.1430 -0.1742 -0.3798 -0.3309
H -4.8486 0.8943 -0.5132 0.1659 0.0853 -0.4026
H 1.2975 -2.0391 0.0824 -0.1451 0.3608 -0.0061
H 1.8718 -0.2976 0.0561 -0.1387 -0.5790 -0.1780
H 0.9107 1.2243 1.8873 -0.0167 -0.4504 -0.0334
H 0.9704 1.5604 4.3106 0.0777 -0.2694 -0.0255
H 1.2192 -0.3999 5.7814 -0.3744 -0.5655 -0.1868
H 1.9604 -3.8962 4.4660 0.1266 0.1652 0.4612
H 0.5055 -3.4007 5.3500 0.4404 0.0284 0.0540
H 2.0865 -2.8525 5.9753 0.0368 -0.2759 -0.2257
H 1.4481 -3.0171 2.3107 0.0197 0.1351 0.4277
H -1.2225 -1.9447 2.5041 0.0297 -0.1176 -0.4643
H -2.7704 -2.6379 1.9589 0.3473 0.2265 -0.2956
H -0.3324 -4.4453 1.7760 -0.2596 0.2473 0.2400
H -1.1264 -4.1931 3.3670 -0.0641 0.0503 -0.3822
H -2.0522 -4.8359 1.9750 0.3066 0.1333 0.1291
H -5.9134 -2.0349 -1.4043 0.0902 0.0465 0.0766
H 1.4108 3.1684 -3.2475 -0.6647 -0.1988 -0.0349
H -0.2862 2.9833 -3.8155 0.1711 0.1553 0.5584
H 1.2983 1.2313 -4.5537 -0.0345 0.1364 0.4800
H 1.4921 0.5963 -2.9266 -0.2864 0.3512 -0.0384
H -1.2924 0.9418 -4.1778 -0.0524 -0.5049 0.1194
H -0.7288 -0.3236 -2.9722 -0.4575 0.2734 -0.3885
H 0.4876 -0.8758 -6.7605 -0.1192 -0.5400 0.2559
C 3.7848 -3.3169 0.2545 -0.1881 -0.1629 0.2544
Cl 2.3188 -4.2779 -0.0142 0.0904 -0.1868 -0.0981
Cl 4.1909 -3.2238 1.9739 0.3498 -0.0309 -0.0486
H 4.6033 -3.7828 -0.2733 -0.1011 -0.1640 0.0843
H 3.6228 -2.3145 -0.1205 -0.1391 -0.0268 0.1039
C 5.9002 -3.2691 7.6282 0.1104 -0.1225 0.0898
Cl 5.8218 -1.7699 8.5578 0.1409 -0.3355 -0.0652
Cl 5.1930 -3.0719 6.0220 -0.0885 0.0074 -0.0532
H 6.9375 -3.5536 7.5141 0.0586 0.0349 -0.0808
H 5.3589 -4.0437 8.1613 -0.0866 0.0900 -0.0523
C 4.6002 2.4984 3.2188 0.1232 -0.1454 -0.2407
Cl 4.6179 4.1769 2.6480 0.0709 0.0339 0.0480
Cl 3.2446 1.5848 2.5331 1.8253 0.9164 0.1765
H 5.5320 2.0220 2.9295 -0.0337 0.0751 -0.0659
H 4.5036 2.4988 4.2994 -0.1222 0.0490 -0.0504
C 4.2892 1.4177 7.1442 0.0250 0.0027 -0.1119
Cl 3.1529 0.5228 6.1070 1.3477 0.7788 0.7493
Cl 4.2435 0.8388 8.8132 -0.1987 0.4902 0.1065
H 5.2987 1.3038 6.7598 -0.0447 -0.1546 0.0458
H 4.0039 2.4649 7.1343 -0.0532 -0.0556 0.0541
C 4.5922 3.7937 -2.3828 -0.0865 -0.0291 0.1620
Cl 6.2650 4.0055 -1.8551 -0.0351 0.0012 0.0418
Cl 4.5030 3.3646 -4.1004 -0.1007 -0.0402 0.0120
H 4.1375 2.9999 -1.7983 0.0462 -0.0158 -0.0417
H 4.0548 4.7227 -2.2268 0.0793 0.0109 -0.0801
C 7.5814 -5.1378 3.6818 -0.0074 0.0483 -0.1773
Cl 6.1080 -6.0771 3.4328 0.0253 -0.0104 -0.0191
Cl 8.0361 -5.0646 5.3883 0.1776 -0.0458 0.0101
H 8.3897 -5.6079 3.1322 -0.0309 -0.0580 0.0857
H 7.4197 -4.1289 3.3160 -0.0983 -0.0081 0.1222
C -1.2976 3.9678 2.1914 -0.1833 0.2118 0.0357
Cl -2.0600 2.8151 1.0790 -0.0579 0.6927 2.1475
Cl -1.2231 3.3357 3.8392 0.0105 0.0678 0.0451
H -0.2886 4.1701 1.8449 -0.0135 -0.1461 0.0043
H -1.8783 4.8844 2.1981 -0.0362 -0.0737 0.0245
C 5.0133 -1.4854 -2.9576 0.0870 0.0917 -0.1170
Cl 3.2652 -1.6383 -2.7327 -0.0023 -0.0101 -0.0653
Cl 5.9139 -2.0273 -1.5300 0.3641 0.3069 -0.3652
H 5.3097 -2.0914 -3.8066 -0.0532 -0.0784 0.0910
H 5.2511 -0.4434 -3.1431 -0.0413 -0.0044 0.1155
```
Forces are in eV/Å.

Orbital gap   7.87 eV
DFT total energy   -10151.73391 a.u.
HOMO energy   -8.5 eV

---

# 2
Here is a cluster of 12 separate species, C38H55F21O34S5 in total in a non-equilibrium geometry from OMol25. Energies are from ωB97M-V/def2-TZVPD.

Structure (XYZ):
```
153
Properties=species:S:1:pos:R:3:forces:R:3
C 7.1758 0.6490 1.2231 0.4508 -0.8024 0.3860
C 5.7759 1.2187 1.4331 0.6864 -0.6058 -1.2533
O 5.2976 0.9163 2.7411 -0.0217 0.7456 1.0775
C 4.9742 -0.3118 3.0749 -0.0991 -0.2503 -1.4872
O 4.8187 -1.2143 2.2930 0.1386 -0.2196 0.3621
C 4.7537 -0.5124 4.5852 -0.4735 0.3676 -0.3298
F 5.4535 -1.5503 5.0236 0.4279 0.1146 0.1225
F 5.0602 0.5959 5.2475 0.1604 -0.2360 0.4017
F 3.4652 -0.8001 4.8080 -0.2269 0.1133 -0.0118
H 7.1274 -0.4130 0.9663 -0.1708 0.1527 -0.5184
H 7.8112 0.5721 2.1103 -0.3106 0.7423 0.2948
H 7.7509 1.2007 0.4824 -0.2055 -0.0608 -0.1790
H 5.1410 0.7985 0.6503 -0.3471 -0.1473 0.3049
H 5.7513 2.2884 1.2487 -0.1006 0.1327 0.7808
C 2.3769 -5.6276 2.7725 -0.1383 -0.6118 -0.2144
C 1.9072 -7.0128 2.3656 1.2247 -0.2615 -0.8957
O 0.6995 -7.3591 3.0193 -1.6196 -0.0967 -0.5490
C 0.6895 -7.8070 4.2531 1.5524 -0.3015 -0.2255
O 1.6695 -7.9976 4.9151 -0.0880 -0.0506 0.3030
C -0.7008 -8.1500 4.7975 0.5507 1.0155 1.0345
F -1.6673 -7.5088 4.1705 -0.5333 -0.1169 -0.4905
F -0.9060 -9.4491 4.8107 -0.2849 -0.7705 -0.5365
F -0.7187 -7.7516 6.0787 -0.1277 0.1421 0.1687
H 1.6630 -4.8993 2.3916 0.0670 0.1375 0.1193
H 3.3501 -5.4588 2.3119 0.0198 0.1903 0.1204
H 2.4503 -5.5677 3.8565 0.1371 0.1477 -0.0146
H 2.6639 -7.8019 2.4337 -0.0097 0.1155 1.0605
H 1.7408 -7.0763 1.2888 -0.7605 0.4583 0.1477
C -2.2390 4.0317 -2.7692 -0.5018 -0.0360 -0.6480
C -3.5556 3.6492 -3.4241 0.7278 0.0390 -0.2214
O -4.5156 4.5728 -2.8773 -0.1255 -0.1341 -0.0452
C -5.7901 4.3470 -3.1276 -0.2902 -0.2361 0.1726
O -6.2717 3.4585 -3.7599 0.1268 -0.1986 -0.2591
C -6.6984 5.3950 -2.4572 -0.0177 0.2610 -0.3122
F -7.5781 5.8436 -3.3560 -0.0373 0.1303 -0.1763
F -7.3940 4.8688 -1.4582 0.1585 -0.1406 0.2883
F -5.9963 6.4417 -2.0105 -0.0846 0.0658 0.2290
H -1.9414 5.0163 -3.1312 0.0782 0.0182 0.0850
H -1.4893 3.3085 -3.0857 0.1613 0.0531 0.4124
H -2.3888 4.0966 -1.6926 0.3250 -0.2457 0.0628
H -3.8225 2.6037 -3.2689 -0.3417 0.1507 0.4094
H -3.4855 3.7652 -4.5078 -0.2238 0.2006 0.0128
C 2.9893 3.0759 -5.8912 -0.8127 -1.2875 0.7980
C 2.0747 3.1807 -4.6952 -0.7399 0.4425 0.8077
O 2.7675 2.9316 -3.4316 1.5513 0.2933 -0.3152
C 2.0966 3.0203 -2.3266 -0.5224 -0.0657 -0.1875
O 0.9030 3.1331 -2.2297 -0.2228 0.1136 0.2602
C 2.9425 2.9405 -1.0347 0.1923 -0.6739 -0.4177
F 4.2508 2.7602 -1.2515 -0.2168 0.4866 0.0726
F 2.7371 4.0329 -0.3001 0.2612 0.1726 -0.1591
F 2.5218 1.8883 -0.3289 -0.2129 -0.0889 0.3242
H 2.3240 3.2759 -6.7315 0.4556 0.5934 -0.2193
H 3.2887 2.0385 -6.0475 0.3822 0.0784 0.1598
H 3.8389 3.7304 -5.7242 0.0144 0.1120 -0.5741
H 1.2049 2.5333 -4.6258 0.0531 -0.1194 -0.7516
H 1.7076 4.2091 -4.6448 -0.0855 -0.0122 0.1821
C 1.9977 -8.9614 -4.1619 -0.5381 0.3474 -0.3476
C 2.1793 -7.9729 -3.0206 0.7985 -0.9928 0.1151
O 1.1869 -6.9633 -3.0886 -0.5363 1.3350 -0.5290
C 1.0363 -6.1375 -2.0511 0.0299 -0.8085 -0.4146
O 1.4281 -6.3495 -0.9466 0.3145 0.2963 0.5319
C 0.2628 -4.8367 -2.4059 -0.2999 -1.6043 -0.4225
F -0.2729 -4.9473 -3.6340 0.2829 0.5875 0.1542
F -0.7435 -4.6744 -1.5544 0.1107 0.3656 0.2121
F 1.1069 -3.8188 -2.3436 -0.1158 0.3241 -0.1887
H 0.9630 -9.2916 -4.2612 0.0362 -0.1558 0.2664
H 2.6543 -9.8240 -4.0694 -0.0123 0.0188 0.2523
H 2.2350 -8.4869 -5.1157 0.0716 0.0990 0.0666
H 3.1677 -7.5281 -3.1704 -0.1112 0.2838 0.3737
H 2.1405 -8.4301 -2.0305 0.0299 -0.1158 -0.1378
C -3.7745 2.7565 2.6265 1.0148 0.1026 0.1497
C -4.5900 3.6729 1.7426 -0.7139 -0.8892 -0.5314
O -4.7617 4.9786 2.2667 0.1725 0.9704 0.7347
C -5.9354 5.6215 2.1581 1.1710 -1.0426 0.0200
O -6.9036 5.2160 1.6131 -0.7245 0.0471 -0.2765
C -5.8798 6.9601 2.9044 -0.3730 0.4859 0.1174
F -4.6595 7.2771 3.3402 -0.0608 0.0495 -0.1327
F -6.3321 7.9413 2.1154 0.2623 -0.0870 -0.0335
F -6.6956 6.9049 3.9633 0.0457 -0.1398 0.1165
H -4.3911 2.2468 3.3636 0.0535 -0.2520 -0.1547
H -2.9191 3.1556 3.1833 -0.3440 0.7866 -0.0028
H -3.2160 2.0857 1.9707 -0.7445 -0.5530 0.1018
H -5.5589 3.1764 1.6391 -0.0875 0.3477 -0.1688
H -4.1893 3.7531 0.7297 0.1571 0.1451 0.0947
C -1.5861 1.6079 -0.0154 -0.6654 -0.4355 -0.4403
C -1.5872 0.0954 0.1714 -0.0639 0.9033 0.4415
O -0.3504 -0.1793 0.8723 0.6748 -0.2425 0.0663
C 0.4876 -1.0643 0.3480 -1.4609 -0.6171 0.1170
O 0.2266 -1.8070 -0.5583 0.4799 0.2177 -0.2083
C 1.8184 -1.1809 1.1116 -0.5811 0.4116 -0.6663
F 2.0442 -2.4543 1.4062 0.1655 -0.0323 0.2603
F 2.7731 -0.7524 0.2808 0.2502 -0.0135 0.3982
F 1.7974 -0.4441 2.2231 0.5050 -0.1609 -0.0288
H -1.5459 2.1163 0.9454 0.4494 -0.0741 0.0239
H -2.5416 1.9157 -0.4541 0.1085 -0.0530 -0.2298
H -0.7651 1.8962 -0.6699 0.0066 0.2560 0.0783
H -1.6413 -0.4749 -0.7510 0.1463 0.0349 0.0039
H -2.4114 -0.1978 0.8231 0.2867 -0.1849 0.0757
C 0.5249 5.5190 3.1311 0.0666 2.1183 -1.3001
C 0.2904 4.7794 1.8005 0.6696 1.2050 0.4033
O 0.8079 3.4823 2.0133 0.6930 -1.6232 0.6021
S 2.0625 3.4965 3.0647 -0.2243 0.9438 0.2329
O 3.2881 3.8908 2.4416 -0.8904 -0.2482 0.0523
O 2.0939 2.3301 3.9089 -0.6904 1.1676 -1.0186
O 1.4681 4.7827 3.8630 0.3086 -1.2878 0.8641
H -0.3903 5.8722 3.6123 -0.0228 -1.3269 0.8473
H 0.9597 6.5037 2.9192 0.3926 -0.2403 -0.2132
H 0.8869 5.2606 1.0257 -0.2327 -0.0982 -0.2066
H -0.7687 4.8112 1.5605 0.0523 -0.7079 -0.2087
C -0.3439 0.1472 -3.3522 0.0155 -0.7065 -0.2028
C -0.1052 -1.0810 -4.2363 0.6408 0.1447 1.6805
O -1.0646 -0.9271 -5.2449 -0.9585 1.0103 -1.8649
S -1.1028 0.6593 -5.7436 1.5221 -0.4606 1.2814
O -2.4050 1.1544 -6.0447 0.5780 -0.9211 0.3898
O -0.0169 0.9069 -6.6458 -0.7465 -0.3044 0.3337
O -0.6210 1.1888 -4.2812 -0.4054 0.7057 -0.8028
H 0.5280 0.3902 -2.7488 -0.0451 0.2247 -0.0323
H -1.2376 0.0093 -2.7439 0.0950 -0.0086 0.1142
H -0.2784 -1.9916 -3.6652 -0.4579 -0.0314 -0.2157
H 0.9398 -1.1540 -4.5513 -0.1858 0.3353 -0.6396
C 0.0771 -0.1508 4.8821 -0.2607 1.2256 0.1867
C -0.4601 0.9517 3.9538 1.1412 0.1576 -0.8251
O -1.7520 0.5221 3.5884 -1.5765 -0.4072 0.1004
S -2.4612 -0.4438 4.6731 0.5669 -0.3072 -0.6423
O -2.8545 -1.6602 4.0002 0.4313 1.3090 0.6185
O -3.4362 0.2734 5.4395 0.9191 -0.4936 -0.3747
O -1.1020 -0.6594 5.5061 -1.3508 -0.7026 0.2060
H 0.6162 0.2673 5.7290 0.4888 -0.0755 -0.3512
H 0.6419 -0.9030 4.3349 -0.2040 -0.1884 0.2070
H 0.0710 1.0129 3.0035 0.1623 -0.2362 0.2523
H -0.4282 1.9738 4.3367 -0.4650 -0.2546 0.5627
C -5.1945 -0.7749 0.9242 -0.0019 -0.3013 1.0446
C -5.0173 -1.4131 -0.4589 0.3655 -0.4046 -0.0694
O -5.8107 -0.6533 -1.3665 -0.2642 0.5884 -0.1378
S -6.3437 0.7408 -0.7652 0.2096 -0.1868 0.7425
O -7.7455 0.8552 -0.9811 0.8801 -0.0414 0.0259
O -5.4550 1.8124 -1.1391 -0.5124 -0.9992 0.4918
O -6.1036 0.3110 0.8043 -0.2713 0.7418 -1.4680
H -4.2852 -0.4252 1.4176 0.1087 0.0739 -0.4351
H -5.6411 -1.4575 1.6482 -0.0836 -0.1269 -0.2231
H -5.3437 -2.4515 -0.5047 -0.4545 0.1499 0.1524
H -3.9823 -1.4716 -0.8014 0.0487 0.5666 0.0340
C 4.4541 -3.0002 -1.6129 0.1071 -0.6791 1.3930
C 5.5357 -2.0365 -1.0407 -0.8970 0.9897 -0.8528
O 5.6442 -1.0361 -2.0946 0.9491 0.0891 -0.4839
S 4.3521 -0.8965 -2.9744 -0.7826 1.1898 -0.0616
O 4.6594 -0.6328 -4.3523 -0.0289 -0.8410 1.3601
O 3.4485 0.0193 -2.3228 0.3836 -0.8230 -0.4297
O 3.8465 -2.3961 -2.7334 0.0253 0.7417 -0.9863
H 3.6786 -3.1646 -0.8614 0.0734 -0.0157 -0.0161
H 4.8344 -3.9740 -1.9220 0.1966 0.1735 -0.0628
H 6.5348 -2.4242 -0.8738 -0.1082 -0.2790 -0.1600
H 5.1969 -1.4655 -0.1782 -0.1107 -0.5012 0.2784
```
Forces are in eV/Å.

Orbital gap   10.76 eV
DFT total energy   -8127.23085 a.u.
HOMO energy   -10.8 eV